Entry 1:
DFT (ωB97M-V with the def2-TZVPD basis set) results for a cluster of 2 separate species, C5H5N in total.

Last column: Löwdin charge in e.
Atoms and positions in Å:
C  0.1027  0.2207  0.0316  -0.0971
C  1.1902  1.0018  0.0850  -0.0206
C  -2.1683  0.6515  0.1305  -0.0028
C  2.1958  -0.1360  -0.3811  -0.1624
C  1.0876  -0.7715  0.3295  -0.1226
N  -2.8480  -0.3039  -0.2589  0.0821
H  -2.2485  1.5919  0.5415  0.0384
H  2.3189  -0.2819  -1.3958  0.0690
H  3.1364  -0.1889  0.1570  0.0897
H  1.0650  -1.3121  1.1701  0.0571
H  -3.8319  -0.4718  -0.4094  0.0692

Computed properties:
* HOMO energy (alpha / beta): -7.8 / -7.8 eV
* LUMO energy (alpha / beta): 0.54 / 0.54 eV
* total energy: -247.96844 a.u.

Entry 2:
DFT (ωB97M-V with the def2-TZVPD basis set) results for the ion C32H54N11O5 with charge +1.

Last column: Löwdin charge in e.
Atoms and positions in Å:
C  -3.9853  -2.6556  -0.9872  0.1225
C  -3.2637  -1.8250  -1.4622  -0.1050
C  -2.3976  -0.8183  -2.0579  -0.1928
H  -1.4006  -0.9010  -1.6108  0.1186
O  -2.7835  0.5251  -1.8329  -0.1667
C  -3.9915  0.9487  -2.4201  -0.1578
C  -5.2017  0.6972  -1.5150  -0.1620
O  -4.9501  1.3335  -0.2715  -0.1818
C  -5.8307  0.9671  0.7710  -0.1521
C  -5.3817  -0.2984  1.5054  -0.1692
H  -6.2193  -0.6916  2.0978  0.1366
O  -4.3072  0.0485  2.3576  -0.1551
C  -3.7681  -1.0291  3.0925  -0.1803
H  -3.4007  -0.5982  4.0297  0.1304
C  -2.6176  -1.7400  2.3739  -0.1537
N  -1.4345  -0.8868  2.3442  0.0160
C  -0.2852  -1.4044  1.7630  -0.4014
N  -0.4279  -2.1900  0.7117  0.2017
C  0.7303  -2.6174  0.1771  -0.3406
N  0.6690  -3.3759  -0.9269  -0.0476
C  1.8492  -3.9858  -1.4988  -0.1147
H  2.7311  -3.5137  -1.0702  0.1069
C  1.8364  -5.4910  -1.2032  -0.1793
H  2.6541  -5.9952  -1.7195  0.1300
O  0.6482  -6.0853  -1.6703  -0.1235
C  -0.4852  -5.5069  -1.0694  -0.1773
H  -1.3502  -6.0230  -1.4877  0.1300
C  -0.5599  -4.0012  -1.3596  -0.1250
H  -1.3939  -3.5452  -0.8299  0.0826
H  -0.6701  -3.8461  -2.4378  0.1349
H  -0.4565  -5.6640  0.0202  0.1320
H  1.9364  -5.6477  -0.1180  0.1310
H  1.8250  -3.8293  -2.5822  0.1336
N  1.9364  -2.3122  0.6576  0.1918
C  1.9486  -1.5495  1.7490  -0.3510
N  0.8556  -1.0308  2.3245  0.1912
N  3.1368  -1.3579  2.3553  -0.0550
C  4.3534  -1.7736  1.7057  -0.1097
H  5.0702  -2.0565  2.4802  0.1297
H  4.1379  -2.6384  1.0807  0.1115
C  4.8923  -0.6008  0.8526  -0.1063
N  4.4116  0.6394  1.4218  -0.0384
C  3.6801  1.6064  0.8362  -0.4008
O  3.2852  2.5758  1.4568  0.0828
C  3.2984  1.4675  -0.6573  -0.1433
N  1.9759  2.0309  -0.7231  -0.0984
C  1.6154  3.3184  -0.5671  0.0197
C  0.2359  3.2901  -0.4933  -0.2356
N  -0.1333  1.9986  -0.6072  0.0389
N  0.9127  1.2526  -0.7326  0.0935
C  -0.7120  4.4308  -0.3446  -0.1234
H  -0.5359  4.9180  0.6183  0.1256
H  -0.4598  5.1638  -1.1151  0.1228
C  -2.1873  4.0392  -0.4776  -0.1808
H  -2.7265  4.8769  -0.9218  0.1180
H  -2.2730  3.1954  -1.1615  0.0924
C  -2.8775  3.7161  0.8494  -0.1707
C  -2.2740  2.5445  1.6149  -0.1637
N  -2.2633  1.3362  0.7766  0.1331
H  -3.1863  1.2210  0.3232  0.1022
H  -2.0333  0.4902  1.3397  0.0937
H  -1.5000  1.4659  0.0289  0.0737
H  -1.2490  2.7650  1.9180  0.1259
H  -2.8714  2.3524  2.5079  0.1217
H  -3.9229  3.4884  0.6375  0.1027
H  -2.8513  4.5973  1.4922  0.1222
H  2.3091  4.1258  -0.4943  0.1381
H  3.1791  0.4166  -0.9343  0.1440
C  4.2799  2.1833  -1.6091  -0.3122
C  5.7310  2.0195  -1.1587  -0.0433
H  6.0445  0.9805  -1.2166  0.0789
H  6.3785  2.6022  -1.8091  0.0898
H  5.8693  2.3756  -0.1411  0.0856
H  4.0456  3.2517  -1.5862  0.1387
C  4.1263  1.6796  -3.0500  -0.2157
C  2.7582  1.9452  -3.6686  -0.0920
H  2.7754  1.6808  -4.7229  0.0757
H  1.9794  1.3557  -3.1910  0.0581
H  2.4980  2.9989  -3.5896  0.0770
H  4.8844  2.1780  -3.6568  0.1162
H  4.3372  0.6078  -3.0807  0.1177
C  4.4437  0.6211  2.8750  -0.0931
H  4.2749  1.6322  3.2435  0.1256
H  5.4296  0.2797  3.1960  0.1292
C  3.3287  -0.3311  3.3563  -0.1001
H  3.6040  -0.7880  4.3125  0.1292
H  2.3817  0.1969  3.4720  0.1111
H  4.5595  -0.7071  -0.1768  0.1091
H  5.9881  -0.5978  0.8646  0.1306
H  -1.2057  -0.4913  3.2516  0.1425
H  -2.4105  -2.6832  2.8947  0.1328
H  -2.8787  -1.9732  1.3388  0.0885
H  -4.5512  -1.7567  3.3341  0.1291
H  -5.0697  -1.0659  0.7843  0.1015
H  -6.8462  0.8346  0.3848  0.1351
H  -5.8221  1.7988  1.4797  0.1359
H  -5.3509  -0.3785  -1.3759  0.1055
H  -6.1009  1.1227  -1.9790  0.1390
H  -4.1605  0.4674  -3.3904  0.1378
H  -3.8817  2.0263  -2.5698  0.1294
H  -2.3294  -1.0202  -3.1386  0.1405
H  -4.6054  -3.4031  -0.5873  0.0472

Computed properties:
* charge: +1
* HOMO energy: -10.7 eV
* LUMO energy: -1.35 eV
* total energy: -2230.06332 a.u.

Entry 3:
DFT (ωB97M-V with the def2-TZVPD basis set) results for a structure of composition C6H14O.

Last column: Löwdin charge in e.
Atoms and positions in Å:
C  -1.3483  -1.3391  -0.8356  -0.1087
C  -0.7452  -1.0890  0.4594  -0.2146
C  -2.2388  1.5200  0.7205  -0.0757
C  0.5232  -0.7350  0.7131  -0.1045
C  1.4214  -0.3103  -0.3162  -0.5169
C  2.1872  0.9381  -0.0389  -0.0581
O  2.4351  -1.2926  -0.4157  -0.0464
H  -2.2076  -1.9538  -1.0996  0.0800
H  -0.5498  -1.7798  -1.4593  0.0881
H  -1.5905  -0.4411  -1.4276  0.0832
H  -1.3450  -1.5062  1.2525  0.1105
H  -3.2444  1.1025  0.7227  0.0086
H  -2.0341  2.0683  -0.2059  0.0002
H  -2.0826  2.1441  1.6056  -0.0059
H  0.8857  -0.8204  1.7288  0.1314
H  -1.0952  0.7854  0.8430  0.1108
H  1.1097  -0.1086  -1.3638  0.1518
H  2.5348  0.7723  0.9817  0.0918
H  1.4091  1.6983  0.0001  0.0817
H  2.9155  1.2525  -0.8042  0.0966
H  3.0598  -0.9057  -1.0605  0.0961

Computed properties:
* HOMO energy: -8.9 eV
* LUMO energy: 0.92 eV
* total energy: -312.12421 a.u.

Entry 4:
DFT (ωB97M-V with the def2-TZVPD basis set) results for a structure of composition C5H6O3V.

Last column: Löwdin charge in e.
Atoms and positions in Å:
O  2.7482  0.4639  -0.4631  -0.1019
C  1.6458  -0.0386  -0.2993  -0.5467
O  0.5699  0.4184  -0.8818  0.1365
O  1.4227  -1.0644  0.4801  0.1044
C  0.0082  -1.3288  0.5431  -0.0195
C  -0.5724  -0.4297  -0.5613  -0.2123
C  -1.7411  0.4019  -0.1409  -0.1211
C  -1.5989  1.5596  0.5290  0.0395
V  4.4911  0.3235  0.0537  0.9348
H  -0.3414  -1.0562  1.5457  0.1509
H  -0.1569  -2.3938  0.3602  0.1499
H  -0.7987  -1.0013  -1.4698  0.1703
H  -2.7264  -0.0688  -0.2261  0.1261
H  -2.3292  2.1797  -0.1141  0.1221
H  -0.6208  2.0344  0.6446  0.0669

Computed properties:
* charge: +1
* ⟨S²⟩: 6.003
* spin multiplicity: 5
* HOMO energy (alpha / beta): -11.5 / -13.1 eV
* LUMO energy (alpha / beta): -3.96 / -3.82 eV
* total energy: -1363.45259 a.u.

Entry 5:
DFT (ωB97M-V with the def2-TZVPD basis set) results for a structure of composition C4H7LiO2.

Last column: Löwdin charge in e.
Atoms and positions in Å:
H  0.1632  0.3155  -1.5499  0.1756
O  0.0949  -0.1583  0.2868  -0.1025
C  0.1034  -1.3310  -0.3125  -0.2522
Li  1.8472  -2.2431  -0.1859  0.8142
O  -1.0154  -2.0128  -0.1733  -0.0408
C  -1.9864  -1.8070  0.7383  0.1031
H  -1.8305  -1.1095  1.5566  0.0980
H  -2.8119  -2.5091  0.6660  0.0996
C  0.7920  0.7647  -0.5795  -0.2405
H  1.8031  0.4666  -0.8818  0.1054
C  0.7131  2.1438  -0.0032  -0.0440
H  -0.1009  2.7208  -0.4644  0.0961
H  0.5619  2.1016  1.0842  0.0970
H  1.6663  2.6580  -0.1814  0.0908

Computed properties:
* charge: +1
* ⟨S²⟩: 0.760
* spin multiplicity: 2
* HOMO energy (alpha / beta): -12.5 / -14.4 eV
* LUMO energy (alpha / beta): -4.43 / -4.67 eV
* total energy: -314.23046 a.u.

Entry 6:
DFT (ωB97M-V with the def2-TZVPD basis set) results for a cluster of 3 separate species, C7H18NO2 in total.

Last column: Löwdin charge in e.
Atoms and positions in Å:
C  -0.7776  -0.9374  -1.2877  -0.1612
C  -1.7882  -0.3720  -0.3143  -0.1829
C  -1.2039  0.6770  0.6138  -0.3792
C  -1.4436  0.6658  1.9960  -0.0592
C  -0.9918  2.4957  -1.0217  -0.0200
C  -0.4616  1.7660  -0.0209  -0.4136
C  0.9339  2.0728  0.5022  -0.0833
N  0.2327  -1.8499  -0.6485  0.1736
H  -0.2352  -0.1391  -1.7574  0.1056
H  -1.2382  -1.4779  -2.0911  0.1078
H  -2.2799  -1.1527  0.2556  0.1048
H  -2.5863  0.0561  -0.9184  0.1005
H  -2.0630  -0.0888  2.5024  0.0125
H  -1.1428  1.5119  2.6167  0.0209
H  -2.0008  2.3421  -1.3813  0.0373
H  -0.4333  3.2940  -1.5513  0.0461
H  0.9982  3.0692  0.9698  0.0727
H  1.6530  2.0900  -0.3258  0.0615
H  1.2644  1.3300  1.2297  0.0533
H  -0.0379  -2.8057  -0.7823  0.1427
H  0.3245  -1.6491  0.3741  0.0876
H  1.1665  -1.6853  -1.0620  0.0980
H  3.7084  -1.8293  -1.2275  0.0761
H  3.2189  -0.7979  -2.2413  0.0480
O  2.9241  -1.3197  -1.5065  -0.0357
H  0.3947  -1.0132  2.4903  0.0440
H  1.0409  -2.4877  2.6012  0.0589
O  0.8238  -1.7651  1.9863  -0.1172

Computed properties:
* ⟨S²⟩: 0.758
* spin multiplicity: 2
* HOMO energy (alpha / beta): -3.0 / -6.8 eV
* LUMO energy (alpha / beta): -0.13 / -0.18 eV
* total energy: -482.59303 a.u.